Here is a molecular structure, C50H40BrN8O3S2Ti from the Open Molecules 2025 dataset. Energies are from ωB97M-V with the def2-TZVPD basis set.

Geometry (Å):
1 Br 3.97774 -3.80644 3.38768
2 Ti 1.17138 0.12780 -0.96136
3 S 0.71557 5.51907 2.24077
4 S -5.98267 -4.12224 0.45036
5 O 0.37306 2.23090 -0.84716
6 O 3.25693 1.16787 -2.87073
7 O 1.60547 0.93476 2.15432
8 N 1.98371 1.07736 0.80988
9 N -0.38737 3.34108 -2.66692
10 N 2.87431 1.19019 -1.67242
11 N 0.71222 0.02842 -4.72442
12 N 0.60529 1.21722 -2.80768
13 N -1.16700 1.52389 1.95688
14 N -2.12625 -1.11418 1.76378
15 N 1.39983 -2.02121 -2.51404
16 C -3.15016 2.15553 3.24516
17 C -4.86569 -6.24178 1.38429
18 C -2.60000 3.42885 3.46613
19 C 2.45691 -1.16951 -0.11389
20 C -3.20540 -0.41295 -1.58897
21 C 3.55025 1.82685 -0.80024
22 C -4.24623 -0.31687 2.72427
23 C -0.69623 2.74405 2.17526
24 C -0.84347 4.39118 -1.79871
25 C 3.71080 -2.12953 -3.11243
26 C -2.00593 0.09115 -1.15866
27 C -4.84118 -1.61630 2.48724
28 C 1.44766 -4.68684 -1.64683
29 C 0.30264 -2.64631 -2.15749
30 C -2.91599 -0.11498 2.30575
31 C 3.34928 -2.75481 1.97074
32 C -5.86967 -5.82109 0.57149
33 C -2.69068 -2.30774 1.57098
34 C -0.80727 -0.59730 -1.42862
35 C -2.13783 -2.29284 -2.52800
36 C 3.79897 -1.38508 0.04577
37 C 1.99710 -2.57306 1.79763
38 C 0.18777 2.26991 -2.07513
39 C 2.63143 -4.04246 -2.00648
40 C -1.32600 3.70213 2.97920
41 C 4.77553 2.58751 -1.13760
42 C -0.67887 4.98419 3.20347
43 C -4.48520 1.86750 3.70614
44 C -0.67351 3.26887 -4.00605
45 C 0.38618 1.13159 -4.08424
46 C -0.91757 -1.81703 -2.09284
47 C -4.09014 -2.59489 1.87058
48 C 3.01590 1.79403 0.57220
49 C 3.63750 2.59541 1.64032
50 C 0.83115 6.94189 3.23521
51 C -2.36054 1.20168 2.52631
52 C 3.91668 -4.67631 -1.93232
53 C -0.95171 5.87292 4.16861
54 C -4.12854 -5.10030 1.87749
55 C -0.31379 2.20263 -4.73289
56 C -5.01382 0.65401 3.47241
57 C 0.24489 -3.97450 -1.73911
58 C 4.26969 -2.17323 1.07769
59 C 2.57631 -2.72404 -2.53407
60 C 4.99392 -4.09702 -2.49777
61 C -0.07373 7.01277 4.19631
62 C 1.54036 -1.78863 0.73126
63 C -3.30514 -1.57259 -2.35290
64 C 4.89288 -2.82416 -3.13600
65 C -4.65193 -3.89676 1.54371
66 H -1.73483 5.76051 4.90813
67 H 1.37668 -5.71604 -1.30706
68 H -1.00984 5.27607 -2.36409
69 H -0.14760 4.56379 -1.00359
70 H 5.66498 1.98846 -0.96870
71 H -0.62653 2.11236 -5.79086
72 H 0.42397 -1.69388 0.66019
73 H -1.22670 4.12025 -4.37449
74 H -6.57708 -6.46654 0.04397
75 H -0.70906 -4.36402 -1.48853
76 H 4.71534 2.63644 1.60016
77 H 0.65245 0.62880 2.09795
78 H -4.27602 -1.94840 -2.70492
79 H 5.95237 -4.59251 -2.47518
80 H -3.29154 -5.16830 2.56375
81 H 4.82118 2.74364 -2.19592
82 H 1.65701 7.59243 3.09850
83 H 1.10900 -0.77062 -4.23401
84 H 5.32556 -2.39845 1.17793
85 H 3.30932 3.63145 1.48397
86 H 3.98275 -5.60026 -1.38110
87 H -4.08322 0.10067 -1.24526
88 H 3.25591 2.33972 2.62571
89 H 0.19784 2.98438 1.65563
90 H 4.52971 -0.91908 -0.60092
91 H -5.05933 2.54083 4.30121
92 H -6.01530 0.36956 3.77784
93 H -3.19675 4.13698 4.01548
94 H -2.10220 -3.09979 1.13198
95 H 0.50118 -0.07824 -5.70924
96 H -1.99509 0.99732 -0.54465
97 H -2.18920 -3.27862 -3.01876
98 H -4.68462 -7.26384 1.59176
99 H -1.77834 4.03224 -1.35251
100 H 5.76649 -2.34995 -3.51249
101 H -0.18964 7.84743 4.86969
102 H 3.68104 -1.12759 -3.54256
103 H -5.87883 -1.73870 2.72576
104 H 4.81820 3.52033 -0.60618
105 H 1.35096 -3.01905 2.50808

The lowest unoccupied orbital energy comes out at -2.723 eV. The energy comes out at -185384.7942 eV. Its HOMO-LUMO gap is 7.40 eV. The total charge is +1.